The following is a DFT calculation (ωB97M-V with the def2-TZVPD basis set) of a 3-piece molecular cluster, C15H32NO4S2 overall at a distorted geometry.

Element x y z (Å)
C1 1.237 -0.599 2.270
C2 1.179 0.783 1.537
C3 1.939 0.761 0.160
C4 1.179 -0.242 -0.761
C5 1.874 -1.602 -1.099
C6 0.664 -2.293 -1.859
C7 0.094 -1.064 -2.683
N1 0.751 0.176 -2.126
H1 1.763 -0.518 3.233
H2 0.204 -0.984 2.447
H3 1.763 -1.344 1.651
H4 1.611 1.597 2.135
H5 0.121 0.962 1.273
H6 2.960 0.351 0.284
H7 2.042 1.771 -0.268
H8 0.235 -0.552 -0.276
H9 2.685 -1.526 -1.844
H10 2.111 -2.252 -0.249
H11 0.036 -2.643 -1.022
H12 0.882 -3.158 -2.497
H13 -0.922 -0.978 -2.252
H14 0.081 -1.159 -3.774
H15 0.118 0.985 -2.240
H16 1.633 0.434 -2.577
C8 -1.609 -3.923 6.324
C9 -0.651 -2.858 6.865
C10 -0.404 -1.849 5.739
S1 -1.872 -1.878 4.710
O1 -1.512 -2.393 3.407
O2 -2.588 -0.635 4.866
C11 -2.723 -3.159 5.616
H17 -2.002 -4.556 7.119
H18 -1.085 -4.565 5.611
H19 -1.113 -2.353 7.716
H20 0.284 -3.295 7.213
H21 -0.257 -0.841 6.123
H22 0.445 -2.138 5.119
H23 -3.300 -3.775 4.929
H24 -3.385 -2.673 6.333
C12 0.054 4.841 -5.295
C13 0.679 3.636 -6.004
C14 0.348 2.394 -5.172
S2 -1.195 2.751 -4.325
O3 -0.928 2.789 -2.898
O4 -2.241 1.927 -4.878
C15 -1.366 4.419 -4.936
H25 0.059 5.728 -5.926
H26 0.618 5.070 -4.387
H27 0.246 3.535 -7.002
H28 1.755 3.752 -6.126
H29 0.216 1.511 -5.796
H30 1.111 2.205 -4.416
H31 -1.822 5.044 -4.171
H32 -2.002 4.382 -5.820

## Properties
largest force on an atom = 2.6 eV/A
gap between HOMO and LUMO = 9.7 eV
M = 354.56 u
E_tot = -47417.601 eV
net charge = +1
E_LUMO = -2.557 eV

Atomic partial charges in e from the Mulliken method, atoms 1 to 6: -0.74, -0.74, -0.72, -0.40, -0.58, -0.81

The following is a DFT calculation (ωB97M-V with the def2-TZVPD basis set) of a 8-piece molecular cluster, C21H53N8O7 overall at a distorted geometry.

Element x y z (Å)
N1 2.402 5.461 18.194
H1 1.868 6.345 18.373
H2 3.384 5.741 17.922
H3 1.873 4.894 17.494
H4 2.472 4.942 19.053
C1 -0.854 4.234 17.796
O1 -0.335 5.192 17.181
N2 -1.242 4.245 19.094
C2 -1.805 3.146 19.927
C3 -1.269 5.509 19.910
H5 -1.076 3.285 17.265
H6 -1.938 2.289 19.347
H7 -2.764 3.432 20.324
H8 -1.034 2.992 20.675
H9 -2.319 5.831 20.027
H10 -0.940 5.352 20.898
H11 -0.659 6.287 19.478
C4 -0.110 8.004 17.320
O2 0.608 7.824 18.328
N3 0.251 7.883 16.019
C5 -0.709 8.009 14.989
C6 1.519 7.422 15.714
H12 -1.208 8.313 17.394
H13 -1.025 7.066 14.642
H14 -0.333 8.540 14.088
H15 -1.536 8.630 15.338
H16 2.177 7.443 16.590
H17 1.577 6.348 15.432
H18 1.963 8.037 14.884
C7 6.012 6.360 17.532
O3 4.839 6.598 17.158
N4 6.779 5.360 17.113
C8 8.054 5.073 17.768
C9 6.334 4.426 16.163
H19 6.427 6.848 18.440
H20 8.167 4.021 17.935
H21 8.023 5.544 18.763
H22 8.878 5.537 17.205
H23 7.167 4.167 15.538
H24 5.873 3.507 16.595
H25 5.606 4.994 15.585
C10 2.572 3.808 14.261
O4 2.615 4.160 15.430
N5 1.623 3.009 13.752
C11 1.768 2.550 12.372
C12 0.450 2.614 14.476
H26 3.347 4.068 13.548
H27 2.660 2.927 11.881
H28 0.805 2.865 11.891
H29 1.807 1.436 12.500
H30 -0.467 2.850 13.886
H31 0.536 1.538 14.650
H32 0.366 3.191 15.386
C13 2.076 8.086 20.895
O5 2.814 7.202 20.549
N6 2.052 9.341 20.423
C14 0.965 10.271 20.852
C15 2.958 9.747 19.309
H33 1.341 7.952 21.731
H34 0.094 10.048 20.269
H35 1.279 11.241 20.569
H36 0.774 10.232 21.913
H37 3.548 10.725 19.546
H38 3.679 8.951 19.269
H39 2.482 9.792 18.324
C16 2.089 3.757 21.363
O6 1.221 4.418 20.867
N7 2.305 3.582 22.679
C17 3.507 2.836 23.061
C18 1.488 4.125 23.704
H40 2.742 3.140 20.766
H41 3.282 1.990 23.736
H42 4.096 3.482 23.643
H43 3.925 2.466 22.100
H44 0.715 4.748 23.217
H45 0.944 3.335 24.325
H46 2.113 4.807 24.324
C19 5.421 3.401 19.994
O7 4.529 3.716 19.192
N8 5.844 4.263 20.923
C20 6.800 3.912 21.916
C21 5.213 5.546 21.093
H47 5.793 2.368 20.105
H48 7.702 4.528 22.004
H49 7.207 2.929 21.745
H50 6.253 3.801 22.854
H51 6.021 6.329 21.218
H52 4.530 5.818 20.294
H53 4.614 5.533 22.054

## Properties
largest force on an atom = 3.5 eV/A
gap between HOMO and LUMO = 9.7 eV
M = 529.70 u
E_tot = -48885.334 eV
net charge = +1
E_LUMO = -1.401 eV

Atomic partial charges in e from the Mulliken method, atoms 1 to 6: 1.69, -0.54, 0.19, 0.10, -0.13, 0.08

The following is a DFT calculation (ωB97M-V with the def2-TZVPD basis set) of a single C5H4O2S molecule at a distorted geometry.

Element x y z (Å)
C1 -0.060 -1.656 0.389
C2 0.350 -0.323 -0.167
C3 -0.815 0.664 -0.291
C4 -0.446 2.045 -0.402
C5 -0.240 3.218 -0.444
H1 1.752 -2.279 0.728
H2 -0.479 -1.475 1.452
H3 -0.872 -2.057 -0.231
H4 -0.068 4.246 -0.461
O1 0.959 -2.584 0.313
O2 -1.930 0.190 -0.209
S1 1.849 0.011 -0.677

## Properties
largest force on an atom = 1.8 eV/A
gap between HOMO and LUMO = 7.8 eV
M = 128.15 u
E_tot = -20176.618 eV
E_LUMO = -1.510 eV
structure (SMILES) = C#CC(=O)C(=S)CO

Atomic partial charges in e from the Mulliken method, atoms 1 to 6: -0.25, 0.14, 0.41, -0.63, 0.29, 0.31

The following is a DFT calculation (ωB97M-V with the def2-TZVPD basis set) of a single C23H26N4O6S molecule at a distorted geometry.

Element x y z (Å)
C1 2.926 -1.445 -3.574
H1 3.765 -2.114 -3.746
H2 3.016 -0.594 -4.245
C2 2.933 -0.972 -2.124
N1 1.820 -0.080 -1.863
C3 0.587 -0.567 -1.710
C4 -0.526 0.185 -1.446
C5 -0.414 1.626 -1.229
O1 -1.323 2.365 -0.893
C6 0.953 2.125 -1.454
C7 1.236 3.487 -1.331
C8 2.524 3.936 -1.517
C9 3.522 3.007 -1.825
N2 3.269 1.716 -1.938
C10 2.028 1.275 -1.750
C11 4.938 3.436 -2.044
H3 5.331 3.904 -1.144
H4 5.549 2.575 -2.296
H5 4.990 4.164 -2.852
H6 2.771 4.983 -1.428
H7 0.423 4.155 -1.089
C12 -1.800 -0.538 -1.328
O2 -1.917 -1.736 -1.498
O3 -2.821 0.261 -1.012
C13 -4.102 -0.314 -0.817
C14 -4.608 0.027 0.584
O4 -5.666 0.575 0.784
N3 -3.775 -0.311 1.603
C15 -2.607 -1.102 1.508
C16 -1.356 -0.502 1.623
C17 -0.222 -1.268 1.463
C18 -0.302 -2.624 1.205
C19 -1.544 -3.223 1.134
C20 -2.711 -2.481 1.283
C21 -4.033 -3.175 1.185
H8 -4.857 -2.516 1.445
H9 -4.047 -4.038 1.849
H10 -4.185 -3.540 0.170
H11 -1.620 -4.282 0.937
H12 0.608 -3.181 1.047
S1 1.380 -0.489 1.539
O5 1.301 0.857 1.055
O6 2.339 -1.363 0.911
N4 1.629 -0.411 3.207
C22 2.536 0.641 3.612
H13 3.584 0.367 3.448
H14 2.299 1.519 3.017
H15 2.379 0.860 4.668
C23 1.930 -1.706 3.771
H16 1.137 -2.396 3.490
H17 1.963 -1.621 4.857
H18 2.888 -2.095 3.406
H19 -1.265 0.561 1.779
H20 -3.999 0.096 2.502
H21 -4.791 0.129 -1.540
H22 -4.042 -1.398 -0.972
H23 0.473 -1.639 -1.809
H24 3.842 -0.408 -1.916
H25 2.866 -1.812 -1.430
H26 2.005 -1.975 -3.806

## Properties
largest force on an atom = 1.1 eV/A
gap between HOMO and LUMO = 8.5 eV
M = 486.55 u
E_tot = -53354.818 eV
E_LUMO = 0.205 eV
structure (SMILES) = CCn1cc(C(=O)OCC(=O)Nc2cc(S(=O)(=O)N(C)C)ccc2C)c(=O)c2ccc(C)nc21

Atomic partial charges in e from the Mulliken method, atoms 1 to 6: -1.20, 0.43, 0.31, -0.64, 0.47, -0.48

The following is a DFT calculation (ωB97M-V with the def2-TZVPD basis set) of a 2-piece molecular cluster, C2H3F2P overall at a distorted geometry.

Element x y z (Å)
C1 -0.534 0.461 0.313
C2 0.064 -0.694 0.922
F1 1.059 -0.248 -1.894
F2 -0.377 -1.803 1.430
P1 1.245 0.406 1.046
H1 -0.528 0.444 -0.804
H2 -1.491 0.849 0.687
H3 0.562 0.587 -1.699

## Properties
largest force on an atom = 3.1 eV/A
gap between HOMO and LUMO = 9.3 eV
M = 96.02 u
E_tot = -16843.163 eV
E_LUMO = 0.234 eV
structure (SMILES) = FC1=PC1.F

Atomic partial charges in e from the Mulliken method, atoms 1 to 6: -0.69, 0.64, -0.40, -0.21, -0.10, 0.03